(1)
{
  "formula": "C21H30N3O6PRhS4",
  "method": "ωB97M-V/def2-TZVPD",
  "symbols": ["Rh", "C", "C", "O", "P", "S", "S", "O", "C", "C", "H", "H", "H", "H", "H", "H", "H", "H", "H", "H", "C", "C", "C", "N", "C", "S", "N", "C", "O", "C", "C", "C", "C", "C", "C", "H", "H", "H", "H", "H", "H", "H", "H", "H", "H", "H", "H", "H", "H", "N", "C", "C", "C", "C", "C", "C", "S", "O", "O", "O", "H", "H", "H", "H", "H", "H"],
  "coordinates": [[-0.01673, 1.48027, 0.83999], [4.77467, 2.27767, 4.43059], [3.32727, 2.49477, 4.03459], [3.14007, 2.11327, 2.66039], [2.32507, 0.83907, 2.19319], [2.30217, 0.86447, 0.17789], [0.50097, 0.78907, 3.11599], [3.21187, -0.38643, 2.71699], [2.80777, -1.71143, 2.32519], [3.25797, -2.72393, 3.35949], [4.92617, 2.58257, 5.46189], [5.42627, 2.86377, 3.78669], [5.03437, 1.22657, 4.32539], [3.05437, 3.55287, 4.09049], [2.64727, 1.92237, 4.67189], [3.25077, -1.92293, 1.34769], [1.71617, -1.73523, 2.22309], [4.33847, -2.70153, 3.46689], [2.95517, -3.71413, 3.02939], [2.80017, -2.51643, 4.32269], [-4.24613, -1.72113, -3.50611], [-2.94503, -1.52273, -4.27531], [-1.73143, -1.85563, -3.41221], [-1.52443, -0.83033, -2.41471], [-1.12343, -0.97863, -1.13401], [-1.76713, 0.17297, 0.04259], [-0.56743, -2.11033, -0.63831], [0.27857, -3.00543, -1.29071], [0.63967, -2.80863, -2.45631], [0.70027, -4.14493, -0.49411], [0.03957, -4.58593, 0.66179], [0.50387, -5.69333, 1.34289], [1.63427, -6.37103, 0.90919], [2.29727, -5.93943, -0.23211], [1.82787, -4.85543, -0.93601], [-5.09993, -1.41743, -4.10641], [-4.24103, -1.13083, -2.59131], [-4.37193, -2.77103, -3.24401], [-2.87043, -0.49333, -4.63361], [-2.93323, -2.17833, -5.14601], [-0.83283, -1.94873, -4.02871], [-1.89183, -2.80663, -2.90301], [-1.76973, 0.10527, -2.69601], [-0.60783, -2.19593, 0.37019], [-0.86063, -4.10243, 1.01289], [-0.02893, -6.04063, 2.21489], [1.98017, -7.24183, 1.44679], [3.18537, -6.45753, -0.56391], [2.31297, -4.51763, -1.83731], [0.37737, 3.60077, -0.13241], [-0.83033, 4.22507, -0.54141], [-1.13703, 5.52637, -0.15581], [-2.33573, 6.10557, -0.54741], [-3.19643, 5.35017, -1.30221], [-2.93063, 4.06647, -1.71111], [-1.72673, 3.50127, -1.32961], [-4.75773, 6.10457, -1.93021], [-5.53803, 4.95687, -2.32291], [-5.22523, 6.84687, -0.78431], [-4.16753, 6.88187, -3.00371], [0.96917, 4.23297, 0.40409], [0.90837, 3.23107, -0.92491], [-0.43343, 6.08607, 0.44019], [-2.60313, 7.11467, -0.27921], [-3.66113, 3.53427, -2.29801], [-1.47893, 2.48747, -1.62251]],
  "forces_ev_per_angstrom": [[1.105, 1.083, 0.536], [-0.258, -0.048, -0.254], [0.107, 0.128, 0.457], [-0.130, -0.374, -0.517], [0.550, 0.078, 0.434], [-0.987, 0.168, 1.100], [0.316, -0.338, -1.697], [-0.121, 0.422, 0.051], [-0.123, -0.491, -0.103], [-0.052, 0.404, -0.190], [0.020, 0.039, 0.118], [0.072, 0.033, 0.003], [0.050, -0.058, 0.044], [-0.017, -0.200, 0.011], [0.015, 0.078, -0.036], [-0.048, 0.054, 0.075], [0.081, -0.005, 0.008], [0.114, -0.031, 0.037], [-0.014, -0.139, -0.015], [-0.035, -0.001, 0.099], [0.095, 0.105, -0.156], [-0.150, -0.102, 0.405], [0.246, -0.426, -0.838], [1.073, -0.358, 1.862], [-1.967, 1.261, -0.458], [-0.039, -0.931, -0.781], [0.145, -0.108, -0.040], [0.430, 0.874, -2.625], [-0.408, -0.310, 2.051], [0.587, -1.263, 0.689], [0.140, 0.294, -0.463], [0.042, -0.211, 0.179], [-0.123, 0.139, -0.082], [0.137, -0.281, 0.199], [-0.403, 0.557, -0.034], [-0.088, 0.029, 0.035], [-0.127, 0.032, 0.097], [-0.032, -0.046, 0.067], [0.049, 0.013, -0.111], [0.111, 0.068, -0.057], [-0.116, -0.066, 0.129], [0.051, 0.011, -0.020], [-0.215, 0.201, 0.312], [-0.071, 0.275, -0.157], [-0.101, 0.053, 0.036], [-0.041, -0.020, 0.086], [0.054, -0.015, 0.046], [0.011, -0.038, -0.078], [0.102, 0.031, -0.097], [0.646, -1.131, -0.237], [-0.988, 0.371, -0.431], [0.078, -0.100, 0.040], [0.593, -0.438, 0.199], [-2.016, 0.534, -0.722], [0.824, -0.281, 0.316], [0.229, -0.003, 0.127], [2.354, -0.462, 0.708], [-0.680, -0.178, -0.298], [-0.593, 0.397, 0.086], [-0.633, 0.399, -0.421], [-0.028, -0.314, -0.089], [0.010, 0.521, 0.198], [0.201, 0.113, 0.160], [-0.025, 0.100, 0.071], [-0.088, -0.031, -0.080], [0.074, -0.064, 0.011]],
  "largest_force_ev_per_a": 2.8,
  "mol_weight_g_mol": 682.634,
  "s_squared": 0.79,
  "energy_ha": -3478.62227,
  "e_above_lowest_kj_mol": 364.7,
  "gap_ev": [4.56, 5.11],
  "multiplicity": 2
}

(2)
{
  "formula": "C21H30N4O3",
  "method": "ωB97M-V/def2-TZVPD",
  "symbols": ["O", "C", "O", "C", "C", "C", "H", "H", "H", "H", "H", "H", "C", "O", "H", "H", "H", "H", "N", "C", "C", "C", "C", "H", "H", "H", "H", "H", "N", "C", "C", "C", "C", "H", "H", "H", "H", "H", "N", "C", "C", "C", "C", "H", "H", "H", "H", "H", "N", "C", "C", "C", "C", "H", "H", "H", "H", "H"],
  "coordinates": [[-4.07395, 3.35854, -5.50067], [-3.09050, 2.68809, -5.45347], [-2.25271, 2.73407, -4.38042], [-1.03584, 2.00536, -4.53615], [-1.37446, 1.05655, -5.60246], [-2.56910, 1.66373, -6.33136], [-0.60790, 1.49069, -3.67586], [-0.11869, 2.56847, -4.70895], [-1.63213, 0.08229, -5.18709], [-0.58787, 1.03484, -6.35672], [-3.24530, 0.81844, -6.45919], [-2.25449, 2.09097, -7.28350], [0.30447, 0.92149, -0.14274], [1.32493, 1.28662, 0.62346], [0.70957, 0.85770, -1.15265], [0.02049, -0.07474, 0.19634], [-0.45441, 1.68864, -0.29664], [1.05107, 1.23510, 1.54212], [-0.57335, -2.67067, 1.19508], [0.26016, -2.61052, 2.26961], [1.41129, -3.17527, 1.86907], [1.31529, -3.80454, 0.60650], [0.01618, -3.46551, 0.26637], [-1.46216, -2.19283, 1.15275], [0.12445, -2.14191, 3.23314], [2.32804, -3.29759, 2.42675], [2.05315, -4.38735, 0.07520], [-0.58147, -3.65909, -0.61212], [-0.38853, 3.01607, 3.99668], [-0.90904, 1.85738, 3.42591], [0.14079, 0.89413, 3.39720], [1.30490, 1.57573, 3.85277], [0.93308, 2.88727, 4.27349], [-0.92564, 3.74052, 4.45140], [-1.92386, 1.86600, 3.05649], [0.02857, -0.13041, 3.07455], [2.31506, 1.21170, 3.96878], [1.35468, 3.63231, 4.93195], [3.91796, -0.69578, 2.05189], [5.06067, -1.35169, 2.48645], [5.97683, -0.47849, 3.04473], [5.41707, 0.75231, 2.82882], [4.17340, 0.66074, 2.17299], [3.05859, -1.10343, 1.71217], [5.07254, -2.41945, 2.64817], [6.94002, -0.69149, 3.48439], [5.90047, 1.62798, 3.23614], [3.41820, 1.33333, 1.79389], [-3.91657, -1.49243, -0.07818], [-3.03942, -0.52187, -0.54207], [-2.78964, -0.99601, -1.85799], [-3.81951, -1.86663, -2.30277], [-4.43466, -2.25787, -1.15209], [-4.17824, -1.54216, 0.89606], [-2.72487, 0.33490, 0.03534], [-1.96493, -0.53414, -2.38040], [-3.81654, -2.38570, -3.24985], [-5.18616, -3.02437, -1.03330]],
  "forces_ev_per_angstrom": [[0.042, 0.073, -0.172], [-0.306, 0.352, 1.437], [0.803, 1.293, 1.947], [0.697, 0.146, 0.442], [0.505, -0.693, -1.854], [0.649, -1.891, -1.229], [-1.392, -0.171, 0.912], [-0.568, 1.227, -0.881], [0.221, -0.067, -0.284], [0.293, -0.835, 0.350], [-0.569, 0.628, -0.520], [-0.378, -0.084, -0.110], [-1.310, -1.126, -2.805], [3.459, 1.538, 2.467], [-0.036, -0.546, -0.266], [-1.136, -0.024, -0.513], [-0.663, -0.153, 0.718], [-0.129, 0.320, 0.348], [-0.176, -0.422, 1.199], [0.463, 1.281, 0.373], [3.041, -1.485, 0.563], [-2.026, 1.130, 0.216], [-0.412, -0.113, -2.200], [-0.021, -0.469, -0.428], [-0.607, 0.058, -0.303], [-0.154, 0.103, 0.638], [-0.277, 0.077, 0.030], [0.279, -0.157, -0.166], [-0.337, -0.940, -0.238], [1.590, -0.166, 0.691], [-1.283, 2.122, -0.164], [-0.123, 1.613, 1.116], [-0.326, -2.104, -0.388], [-0.218, -0.025, -0.543], [0.074, -0.292, 0.216], [0.160, 0.240, -0.149], [-0.164, -0.266, 0.134], [0.575, -0.145, -0.398], [2.011, 1.250, 0.198], [-2.031, -1.656, 0.623], [-0.129, 1.176, -0.804], [1.734, 1.344, 1.199], [-1.197, -2.392, -0.279], [-0.179, -0.280, -0.260], [-0.134, -0.148, -0.594], [-0.224, -0.117, 0.004], [-0.344, 0.394, -0.438], [0.218, 0.427, 0.065], [-1.382, 0.260, -0.331], [0.012, -3.400, -1.990], [0.300, 3.431, 0.661], [2.033, -0.717, 0.988], [-0.058, 0.551, 1.469], [-0.594, -0.097, -0.402], [0.306, -0.376, 0.006], [-0.319, -0.002, -0.729], [-0.346, 0.166, 0.050], [0.085, 0.158, 0.379]],
  "largest_force_ev_per_a": 4.5,
  "mol_weight_g_mol": 386.496,
  "s_squared": 0.76,
  "total_charge": 1,
  "energy_ha": -1262.51585,
  "gap_ev": [7.11, 3.17],
  "multiplicity": 2
}